1.
Below is C29H19ClMoN6O2SSe as an isolated structure, with properties calculated with ωB97M-V/def2-TZVPD.

ORCA input file:
```
! RIJCOSX wB97M-V def2-TZVPD def2/J DEFGRID3
* xyz 0 1
Mo -0.82481 -1.08158 0.76168
Se 6.90274 1.12668 0.64220
Cl 3.08384 4.96968 0.44277
S -1.38448 -2.33951 2.40791
O -0.77426 0.78940 1.82918
O -0.79980 -2.29340 -0.84130
N 5.80250 0.62662 1.94714
N -3.05315 -1.08740 0.20122
N 1.24506 -0.99805 2.00619
N -1.36310 0.65245 -0.75795
N 1.09693 -0.60241 -0.57143
N 5.70588 0.82088 -0.63852
C 1.25935 -1.10261 3.33112
C 2.36569 -0.79615 4.11671
C 3.51706 -0.34192 3.51465
C -0.77239 1.78486 -0.83153
C 3.51559 -0.19649 2.13291
C 1.89916 3.75683 0.82598
C 3.39551 0.05535 -0.76620
C -3.35398 -0.56338 -1.02590
C -4.72079 -0.35570 -3.02745
C 1.77485 3.30841 2.14783
C 2.06487 -0.19150 -2.71947
C -5.51853 -1.62081 -1.03630
C 2.35839 -0.52249 1.42509
C -2.40398 0.30533 -1.62131
C 0.16302 2.22768 0.16916
C -4.54922 -0.84575 -1.71030
C 4.62184 0.39290 -0.05201
C 4.67474 0.28412 1.38699
C 0.03807 1.72834 1.49754
C 1.00503 -0.55823 -1.89757
C 0.85238 2.34867 2.47943
C 1.06937 3.25220 -0.14152
C -1.75213 -3.23722 -1.23029
C -3.99991 -1.76578 0.81168
C -5.25327 -2.04022 0.23291
C 2.28889 -0.35024 -0.02029
C -3.74663 0.39504 -3.61971
C -2.57924 0.74595 -2.90726
C 3.27292 0.14545 -2.14769
H 0.34086 -1.45492 3.78063
H 1.92508 -0.16804 -3.79111
H 2.41731 3.73446 2.90850
H 4.12028 0.46276 -2.74069
H 1.12538 3.62414 -1.15819
H 0.04504 -0.83349 -2.30768
H -3.87371 0.74592 -4.63501
H 0.74589 2.00426 3.50035
H -5.63236 -0.59591 -3.56061
H -6.45405 -1.85695 -1.52810
H -1.83096 1.37099 -3.37774
H -1.01469 2.48673 -1.63344
H -3.74336 -2.15117 1.78890
H -2.45215 -2.84951 -1.98509
H 2.30270 -0.91749 5.18884
H -1.24077 -4.09339 -1.68676
H 4.40425 -0.09057 4.08041
H -2.33805 -3.62863 -0.39096
H -5.97068 -2.61520 0.80142
*
```

## Properties
M (Da): 725.93
Strongest force on any atom (eV/A): 0.488
Relative energy (zero: lowest compared OMol25 entry of this formula, charge and spin) (kJ/mol): 0.0

***

2.
Below is one molecule with the formula C23H30N4O3S in a non-equilibrium geometry, with properties calculated with ωB97M-V/def2-TZVPD.

ORCA input file:
```
! RIJCOSX wB97M-V def2-TZVPD def2/J DEFGRID3
* xyz 0 1
S 0.39924 -5.41705 3.99133
O 1.11711 3.77711 1.49810
O 3.00760 -0.56096 1.12608
O 0.00098 -1.35422 1.29676
N 1.66556 -5.19378 1.75794
N 0.32926 -3.31046 2.30362
N 1.86371 0.77217 -0.27721
N 0.28700 1.70233 1.83148
C 1.46901 1.66746 -2.50041
C 0.85618 -4.55091 2.52153
C -0.71798 1.57109 -3.51431
C 1.98634 -6.40508 2.27526
C -0.78369 2.10077 2.71817
C 2.27045 1.95202 0.46023
C -0.81456 1.20496 3.96733
C -0.34121 0.62317 -1.32462
C 0.99371 1.00472 -1.37618
C -1.18036 0.90396 -2.38705
C -2.16807 1.92799 2.05175
C -1.76894 3.39258 -4.86438
C 0.62030 1.94467 -3.55452
C 2.29516 -0.44030 0.14557
C 0.59613 -2.41190 1.29709
C 1.88555 -1.65192 -0.68068
C 1.15794 2.57729 1.30904
C -2.96627 0.99940 2.97047
C -1.18579 1.19223 -5.94348
C 1.62105 -2.81151 0.27819
C -1.89005 0.16711 3.65996
C 1.40987 -6.71068 3.46211
C -1.65065 1.88098 -4.65850
H -0.58543 3.14578 2.96887
H 1.00863 -1.43920 -1.28772
H 1.01075 2.46086 -4.41841
H -3.68166 0.39009 2.41978
H 2.64214 2.72149 -0.22060
H 0.16200 0.76285 4.16012
H -1.10027 0.11867 -5.78952
H -2.66477 2.88510 1.90489
H -2.08834 3.87597 -3.94390
H -0.81411 3.81879 -5.16128
H 1.28660 -3.70697 -0.24643
H -1.49787 -0.57197 2.96092
H 2.66089 -7.03420 1.72488
H 1.51005 -7.59708 4.05313
H -1.89989 1.37123 -6.74411
H -1.10407 1.79458 4.83782
H -2.25405 -0.34132 4.55228
H -0.71215 0.10001 -0.45657
H 0.37048 0.71409 1.63514
H -3.51283 1.58236 3.71369
H -2.64312 1.49279 -4.40374
H 2.71640 -1.90634 -1.34160
H -0.21708 1.57201 -6.25792
H -2.49811 3.60979 -5.64172
H -0.32923 -2.98014 3.00104
H 3.07821 1.65158 1.13610
H -2.21769 0.60458 -2.33400
H -2.03412 1.46779 1.07275
H 2.50691 1.96211 -2.54823
H 2.53714 -3.06854 0.81371
*
```

## Properties
M (Da): 442.58
Strongest force on any atom (eV/A): 1.268
Relative energy (zero: lowest compared OMol25 entry of this formula, charge and spin) (kJ/mol): 40.9

***

3.
Below is one molecule with the formula C3H6ClNS in a non-equilibrium geometry, with properties calculated with ωB97M-V/def2-TZVPD.

ORCA input file:
```
! RIJCOSX wB97M-V def2-TZVPD def2/J DEFGRID3
* xyz 0 1
Cl 2.66041 -0.97968 -0.41794
S 1.20347 1.75917 0.10878
N -0.07611 -0.61570 0.02727
C -0.37666 -2.05870 -0.09948
C 1.03581 -0.19647 -0.13387
C -0.50748 2.12845 0.23246
H -1.03575 1.26423 0.11300
H -0.90028 2.85507 -0.41429
H -0.72108 -2.01235 -1.17275
H -1.11108 -2.17398 0.64838
H -0.72547 2.61039 1.15103
H 0.55423 -2.58040 -0.04258
*
```

## Properties
M (Da): 123.61
Strongest force on any atom (eV/A): 5.394
Relative energy (zero: lowest compared OMol25 entry of this formula, charge and spin) (kJ/mol): 182.3

***

4.
Below is C22H27BiNO3P2 as an isolated structure in a non-equilibrium geometry, with properties calculated with ωB97M-V/def2-TZVPD.

ORCA input file:
```
! RIJCOSX wB97M-V def2-TZVPD def2/J DEFGRID3
* xyz 1 1
Bi -0.10812 0.17032 1.87542
P -0.02369 -2.55362 0.84537
P -2.47542 0.64928 0.64789
O 0.90014 2.19068 1.63101
O -1.47372 -0.78929 5.08331
O 2.84321 3.28163 1.31834
N -0.08559 -0.32326 -1.99076
C 2.27317 0.23118 -1.81445
C 3.87467 -1.56088 -1.84058
C -2.72187 0.58808 -1.21292
C -1.40050 -0.38195 4.01700
C 2.85098 -2.47843 -1.54094
C -1.75483 1.45854 -1.97225
C 1.21041 -0.70221 -1.81075
C -0.39563 0.99934 -2.08895
C 1.91105 1.64441 -1.52452
C -1.47592 -3.63866 1.05656
C -1.02831 3.61490 -2.83764
C 0.61083 1.99342 -2.15932
C 0.30344 3.27486 -2.61578
C 0.40989 -2.92413 -0.93298
C 1.25030 -3.51764 1.72306
C 3.59460 -0.20165 -1.91789
C 1.52628 -2.06220 -1.46066
C 2.78319 1.65613 3.05818
C 2.18826 2.45166 1.93261
C -3.06945 2.32254 1.05228
C -2.05196 2.73514 -2.44142
C -3.86756 -0.40413 1.19195
H 4.37483 0.55431 -2.06317
H -2.22670 -3.41785 0.28642
H -4.81299 0.04365 0.85088
H -3.10093 3.04714 -2.50781
H 2.70740 2.34491 -1.78964
H 1.72085 1.70391 -0.40087
H -1.28222 4.58095 -3.26970
H -3.76186 0.88504 -1.42390
H 3.09285 -3.53259 -1.38061
H -0.51598 -2.71226 -1.48816
H 2.24963 -3.14121 1.47392
H -2.26824 3.05371 0.88576
H 2.09261 1.56241 3.90182
H 3.69469 2.16392 3.38472
H -3.92683 2.58357 0.41671
H -3.37749 2.36867 2.10575
H 1.16060 -4.57017 1.42048
H -1.14242 -4.68206 0.96387
H 1.12704 3.97129 -2.79980
H -1.91073 -3.48001 2.05237
H -2.56294 -0.46598 -1.49275
H 3.07732 0.65366 2.71156
H 4.89191 -1.91571 -1.98726
H 0.66870 -3.99469 -0.97942
H -3.77007 -1.41230 0.76445
H -3.88547 -0.47984 2.28676
H 1.08860 -3.43659 2.80645
*
```

## Properties
M (Da): 624.39
Strongest force on any atom (eV/A): 4.690
Relative energy (zero: lowest compared OMol25 entry of this formula, charge and spin) (kJ/mol): 0.0

***

5.
Below is a 4-piece molecular cluster, C36H83N5O5S2 overall in a non-equilibrium geometry, with properties calculated with ωB97M-V/def2-TZVPD.

ORCA input file:
```
! RIJCOSX wB97M-V def2-TZVPD def2/J DEFGRID3
* xyz 0 1
S -0.46729 -2.53924 -1.70490
S -1.60292 -3.22887 -4.37210
O -1.26296 -0.18017 3.02298
O 0.50330 -6.84340 4.76337
O 4.28847 1.37500 7.84441
O -3.43043 3.17518 -3.49861
O -5.75306 1.73709 -3.13756
N 0.48721 -1.27595 -3.94313
N -2.07290 5.09797 -3.04051
N -0.66943 -4.22664 4.90557
N 2.93232 0.68454 5.40977
N -2.63232 2.16746 3.93922
C -0.54929 2.27172 -0.24042
C -0.07597 2.54695 -7.02062
C -2.50216 -0.30726 3.70001
C 1.82115 -1.93186 -3.94135
C 3.29038 -0.36386 6.37118
C 0.78791 0.31519 -5.91498
C 0.92703 0.20324 -0.19622
C 3.46574 1.43489 8.99656
C 0.78384 1.65548 0.38336
C 0.68018 -4.39553 4.35382
C -3.32629 1.75345 -3.40479
C 3.10594 0.23300 -1.58484
C -4.66865 -0.51376 -3.36673
C 2.40157 -0.32890 -0.27975
C 0.46215 -7.45445 3.48538
C 3.04204 -0.94136 -3.87042
C 1.33734 -5.69814 4.84541
C 3.76959 -0.91082 -2.46638
C -3.31116 -2.65519 -3.88898
C -0.13153 -0.55317 3.79237
C -3.23850 -1.16886 -3.33078
C 0.05339 -0.96669 -5.32515
C -0.13308 0.97637 -6.99513
C -2.84895 0.88212 4.61351
C 0.61125 -4.28486 2.83373
C 1.55108 4.12886 -3.89603
C -0.42870 -2.24032 -3.34841
C -2.58192 3.79641 -2.53957
C -4.67538 1.01471 -3.72402
C 4.44221 0.07650 7.29312
C -2.08016 0.87948 5.93136
C 2.89052 3.27338 -3.90667
C -0.25102 3.23010 -5.60746
C -5.68341 1.77551 -1.71133
C 0.92506 4.25790 -5.34118
C 2.03483 -0.79017 7.12675
H -6.64515 1.35076 -1.31820
H 2.77451 1.53966 5.93920
H -1.18418 -5.08321 4.71255
H 2.29508 -5.88112 4.34236
H 3.86715 0.97755 -1.25749
H -2.54043 1.57246 6.63858
H 0.86510 2.87096 -7.52013
H 0.55552 5.30452 -5.46045
H 0.23648 -1.85134 -5.99305
H -2.08719 -0.11386 6.38753
H 1.93853 -2.66330 -3.10960
H 2.77467 0.11550 -4.10876
H 0.38724 -3.25732 2.54040
H -1.03343 -0.75126 -5.40730
H 3.77556 2.30044 9.58414
H 2.28358 -1.45460 7.95824
H 0.24814 0.30374 4.35155
H 0.49695 0.10925 -1.22385
H 3.39066 3.34612 -4.89844
H -3.26048 -0.35889 2.91245
H -3.21868 2.20356 3.10901
H -0.35459 2.51044 -4.76601
H 1.76812 4.13689 -6.06147
H 1.01325 0.96524 -5.04063
H 1.74074 -0.07156 -6.35338
H -1.19070 3.83675 -5.63985
H 4.81181 -0.56244 -2.67413
H 0.24550 0.62453 -7.99015
H -2.55066 -1.26042 4.24104
H 1.95602 -2.53472 -4.88262
H 3.75068 -1.90739 -1.97585
H -4.82316 1.08857 -4.83017
H -3.91252 0.80131 4.86024
H -1.19772 0.64724 -6.95385
H 0.57474 1.57316 1.47794
H 3.61224 3.62213 -3.13310
H 1.56345 -5.57947 5.90937
H -3.86698 -2.61272 -4.85815
H -2.96381 1.49305 -2.38338
H -2.95396 -1.27117 -2.26024
H 1.42352 -7.38961 2.96820
H -1.04180 1.19152 5.80930
H 3.64061 -1.23650 5.81006
H -4.87094 1.16161 -1.26938
H 0.65532 -0.86757 3.10299
H 2.42153 1.58533 8.71381
H -0.34001 3.32477 -0.54135
H 3.00688 -0.15070 0.63751
H -3.81700 -3.35366 -3.19301
H -0.86822 1.72267 -1.15779
H 1.67418 2.28880 0.18517
H 0.21602 -8.50810 3.62625
H -0.16676 -4.91467 2.40061
H -5.18630 -0.76121 -2.41357
H 0.35294 -0.50232 0.45081
H -2.47809 -0.65499 -3.94954
H -2.53619 1.41134 -4.12665
H -1.08676 5.13491 -2.78794
H 3.56462 0.54081 9.61859
H 0.85747 3.66292 -3.16184
H -0.32658 -7.01060 2.87420
H 2.34046 0.79906 -2.17135
H -0.91378 2.89366 -7.66597
H 1.35832 -1.33126 6.46107
H -5.24969 -1.03297 -4.17029
H 5.35464 0.12280 6.69150
H 2.62446 2.21701 -3.67652
H -3.15230 3.96134 -1.59673
H -0.60702 -4.20700 5.92075
H -2.11108 5.01969 -4.05706
H -0.35088 -1.38476 4.46965
H -5.66062 2.83929 -1.38584
H 1.81300 5.14579 -3.52912
H 4.62882 -0.65966 8.08506
H -1.39055 2.22562 0.48775
H -1.68451 3.16760 -2.29447
H 1.47765 0.05929 7.52399
H -1.68528 2.15589 3.56523
H 2.34599 -1.43870 -0.40962
H 1.56526 -4.55923 2.37630
H 1.30064 -3.56550 4.70969
H 3.79461 -1.22543 -4.65125
H 3.74828 0.90065 4.84262
*
```

## Properties
Energy (eV): -78030.893
M (Da): 730.22
Strongest force on any atom (eV/A): 3.184

***

6.
Below is C7H14LuN2OP as an isolated structure in a non-equilibrium geometry, with properties calculated with ωB97M-V/def2-TZVPD.

ORCA input file:
```
! RIJCOSX wB97M-V def2-TZVPD def2/J DEFGRID3
* xyz 0 1
Lu 1.55968 1.21431 -0.25946
P 1.27509 3.48352 -1.21835
O -0.01147 0.56872 0.80533
N -0.57626 0.54994 3.03890
N -2.02353 -0.31369 1.42391
C -0.42027 -1.16656 -1.89345
C -1.24833 -2.33860 -1.83762
C -0.87226 0.24412 1.77386
C 0.93157 -1.61041 -2.23061
C 0.59015 1.33219 3.43019
C 0.88613 -3.02553 -2.45355
C -0.42746 -3.46651 -2.10945
H 2.42589 3.65114 -2.13973
H 1.72700 -3.65169 -2.72837
H 1.37411 1.30082 2.66144
H 1.43639 4.68706 -0.47501
H 0.22860 3.85343 -2.11512
H -1.27072 0.26914 3.72425
H -2.70673 -0.51970 2.14177
H -2.19398 -0.53655 0.44486
H 1.00431 0.92447 4.34484
H -0.72476 -0.09121 -1.84192
H 0.31440 2.37526 3.62871
H -2.31108 -2.29921 -1.58993
H -0.77863 -4.50066 -2.07510
H 1.81215 -0.93381 -2.45038
*
```

## Properties
M (Da): 348.14
Strongest force on any atom (eV/A): 4.670
Relative energy (zero: lowest compared OMol25 entry of this formula, charge and spin) (kJ/mol): 291.1

***

7.
Below is C10H22AlO4 as an isolated structure, with properties calculated with ωB97M-V/def2-TZVPD.

ORCA input file:
```
! RIJCOSX wB97M-V def2-TZVPD def2/J DEFGRID3
* xyz -1 1
Al -4.37035 1.92714 -0.32200
O 4.59501 0.34805 0.96069
O -4.54537 0.31976 -1.15021
O -3.20201 1.24095 0.87009
O -3.72050 3.18971 -1.41132
C -3.60855 -0.07188 1.11673
C 2.18508 -0.36114 -0.87173
C -1.56827 -0.99928 -0.04191
C 5.18405 1.61904 1.02671
C 3.43835 -1.13018 -0.51132
C 0.89190 -1.18839 -0.74718
C 4.63064 -0.21764 -0.33666
C -0.14624 -0.47205 0.11509
C -4.52747 -0.58511 -0.06706
C -2.37682 -0.92964 1.26579
H 3.28370 -1.60445 0.44947
H 0.48090 -1.40901 -1.72598
H -4.20708 3.17164 -2.25143
H -1.78594 -0.50978 2.07036
H -4.14116 -1.53002 -0.45506
H 6.24513 1.59674 0.77424
H -2.07883 -0.41266 -0.79131
H -5.54414 -0.71770 0.30697
H -4.25513 -0.12160 1.99708
H 4.66516 2.34091 0.39982
H 5.10024 1.96100 2.05049
H 2.23186 0.02678 -1.88536
H 4.66093 0.54492 -1.11331
H 3.69004 -1.87620 -1.25917
H 2.11644 0.47719 -0.19153
H -1.56874 -2.03162 -0.38355
H 5.54043 -0.81715 -0.43326
H 1.12970 -2.14748 -0.29761
H -5.80712 2.24533 0.32602
H -0.14858 0.56786 -0.19051
H -2.67065 -1.93502 1.56663
H 0.20338 -0.50902 1.14127
*
```

## Properties
Energy (eV): -25518.093
M (Da): 233.26
Strongest force on any atom (eV/A): 0.957

***

8.
Below is a 2-piece molecular cluster, C16H31N3O overall in a non-equilibrium geometry, with properties calculated with ωB97M-V/def2-TZVPD.

ORCA input file:
```
! RIJCOSX wB97M-V def2-TZVPD def2/J DEFGRID3
* xyz 1 2
O 1.83021 -0.78092 -0.07683
N 2.59398 -1.10608 1.00203
N -5.94297 2.15649 -2.41985
N -3.63685 2.38962 -2.42222
C 1.47362 -3.32717 1.45718
C -2.15591 4.50886 -2.42910
C 1.44078 0.95077 1.97576
C -4.86661 2.95981 -1.88675
C -1.01715 0.64857 -1.91749
C 3.91481 -3.02264 1.94188
C 3.18580 -3.14381 -0.37722
C -1.10676 2.06191 -2.73948
C 0.95648 -2.81149 2.79272
C 2.75524 -2.59641 1.00792
C 1.95816 -0.49667 2.21268
C -2.28366 2.94163 -2.09760
C -3.97994 1.27808 -3.30132
C -5.51477 1.10506 -3.31862
C 0.74512 -1.30561 2.73876
C 3.04012 -0.32764 3.31852
H -6.96178 2.23677 -2.24246
H 0.56896 0.98137 1.31513
H -3.24209 0.62949 -3.87113
H -6.08696 0.30813 -3.88986
H 2.40473 -3.03768 -1.13403
H 2.21914 1.58749 1.54504
H 1.64181 -3.07194 3.60488
H 4.11144 -4.09551 1.85048
H -1.92650 4.74790 -3.52063
H 0.68599 -3.21056 0.70065
H 0.46228 -0.95029 3.73584
H 2.73481 -0.77918 4.26733
H -2.16522 2.84713 -0.94871
H 4.84156 -2.50149 1.68446
H 0.02795 0.45006 -1.48651
H 3.41641 -4.21141 -0.31994
H 4.08488 -2.63374 -0.73791
H -3.08220 5.12236 -2.09964
H 4.00703 -0.74960 3.04429
H -1.37417 -0.16283 -2.65375
H 0.00747 -3.30352 3.02896
H -1.19855 1.87663 -3.86151
H -4.96743 3.84512 -1.16236
H 1.12647 1.40327 2.92161
H 3.26207 0.72531 3.51633
H -0.12466 -1.11722 2.09670
H -0.11484 2.60726 -2.52194
H 3.70886 -2.85156 2.99912
H -1.82069 0.72293 -1.09044
H -1.29508 4.90595 -1.76476
H 1.65859 -4.40302 1.53377
*
```

## Properties
Energy (eV): -23601.760
M (Da): 281.44
Strongest force on any atom (eV/A): 6.573